# 1
Computed, not measured: a molecular structure, C23H16BaCl3N3O5S in a non-equilibrium geometry, with ωB97M-V/def2-TZVPD.

Computed properties:
relative energy (zero: lowest compared OMol25 entry of this formula, charge and spin) = 0.157 eV
E_LUMO = -0.00360 Eh
gap between HOMO and LUMO = 8.9 eV
charge = 0
max |F| = 2.5 eV/Å

```
52
C23H16BaCl3N3O5S, DFT ωB97M-V/def2-TZVPD
N 1.23 0.74 0.27
C -1.41 5.64 -0.36
H 0.28 -5.25 2.26
C 3.42 5.88 0.24
N 1.08 -1.38 -0.36
C 0.23 -7.60 -1.48
C -2.67 -2.10 -0.87
C 2.09 -0.05 1.04
H 1.37 -3.25 -1.24
C -0.49 -6.82 -0.62
C -0.30 7.96 -0.31
Ba 1.09 3.53 0.10
C -1.75 -1.67 1.27
C 0.65 -0.11 -0.54
Cl 2.98 -5.66 0.90
C -3.71 -0.52 0.56
H 0.83 9.79 -0.25
H -0.09 0.12 -1.29
C 0.55 -2.56 -1.04
H -1.57 -6.79 -0.59
C 2.10 8.08 -0.02
O -2.50 6.13 -0.50
O 0.11 -3.73 0.96
H 2.48 -2.24 1.03
H -1.27 8.42 -0.45
O 4.47 6.48 0.33
C -0.51 -3.28 -0.24
C -0.18 -5.09 1.29
C 1.65 -6.33 0.04
H -0.86 -4.11 -0.84
H -0.99 -1.87 2.02
H -0.15 -8.26 -2.24
C -1.68 -2.36 0.06
C -0.20 6.59 -0.24
C 0.34 -6.06 0.27
O 3.18 4.59 0.28
H 0.15 -2.22 -2.00
N 0.99 6.00 -0.06
C -2.76 -0.76 1.53
H -4.44 -1.01 -1.41
H 3.03 8.63 0.07
C 2.13 6.70 0.05
C -3.69 -1.19 -0.65
H -1.26 -5.24 1.41
Cl -4.98 0.63 0.86
H -2.80 -0.22 2.47
H 2.73 0.37 1.80
C 0.87 8.70 -0.19
O -1.05 4.38 -0.29
Cl -2.64 -2.92 -2.43
C 2.00 -1.35 0.67
S 1.90 -7.38 -1.26
```

# 2
Computed, not measured: a molecular structure, C23H16Br2NO3SSn, with ωB97M-V/def2-TZVPD.

Computed properties:
E_LUMO (spin up / spin down) = -0.21530 / -0.20809 Eh
gap between HOMO and LUMO (spin up / spin down) = 5.8 / 5.9 eV
charge = +1
max |F| = 0.3 eV/Å

```
47
C23H16Br2NO3SSn, DFT ωB97M-V/def2-TZVPD
C 2.98 -3.38 0.61
C 4.24 -3.84 0.33
O -0.03 0.63 -1.63
C -1.11 -0.06 -3.59
H 5.61 -0.90 -0.66
C -2.47 -0.99 2.25
C -3.06 -1.32 -1.95
C -1.23 4.00 0.78
C 3.46 0.40 -0.29
C -3.13 -1.35 -3.38
C -0.62 3.36 3.02
C -3.82 -1.81 0.27
O 4.43 1.02 -0.64
H 6.20 -3.28 -0.36
Br 0.18 0.76 -4.64
C 0.71 3.65 2.74
H -0.90 3.02 4.01
H -2.63 3.33 2.26
H 0.38 4.68 -0.47
C 0.10 4.30 0.50
C -1.99 -0.65 -1.35
C -4.00 -1.91 -1.08
C -0.97 0.02 -2.16
C 5.19 -2.94 -0.13
H -4.52 -2.26 0.95
H -2.25 -0.78 -5.24
H 1.47 3.52 3.50
C -2.17 -0.74 -4.17
H 2.11 4.35 1.26
C 2.61 -2.02 0.43
S 0.99 -1.71 0.82
H -4.85 -2.44 -1.49
C 1.07 4.12 1.48
Sn 0.39 0.98 0.58
H -2.60 0.05 2.55
Br -4.53 -2.24 -4.23
C -2.70 -1.13 0.78
H 4.49 -4.88 0.47
H 2.21 -4.06 0.97
H -3.16 -1.60 2.83
C 4.87 -1.60 -0.31
H -1.45 -1.28 2.50
C -1.59 3.54 2.04
N -1.82 -0.56 -0.03
H -1.99 4.16 0.02
C 3.61 -1.10 -0.04
O 2.28 0.94 -0.14
```

# 3
Computed, not measured: a molecular structure, C23H16BrFInN2O in a non-equilibrium geometry, with ωB97M-V/def2-TZVPD.

Computed properties:
relative energy (zero: lowest compared OMol25 entry of this formula, charge and spin) = 0.107 eV
E_LUMO = -0.15760 Eh
gap between HOMO and LUMO = 6.5 eV
charge = +1
max |F| = 2.0 eV/Å

```
45
C23H16BrFInN2O, DFT ωB97M-V/def2-TZVPD
H 5.25 -1.00 -1.47
H 1.41 2.27 -0.41
H -4.29 -1.55 2.11
H -3.89 -2.41 -2.59
C -2.84 -1.57 0.53
C -1.91 -1.79 -2.05
C 5.43 -0.69 1.90
C 5.85 -0.69 0.57
F -4.38 3.63 -1.70
C -0.99 -0.87 2.50
C -2.56 2.47 -2.63
H -2.88 4.02 0.37
H -0.30 -0.59 3.28
C -1.48 -1.37 0.19
H 1.49 2.22 -2.20
C 1.80 -1.20 1.62
H 6.88 -0.47 0.33
C -0.50 2.34 -1.38
C -3.72 -1.96 -0.50
C -3.26 -1.38 1.86
C 4.12 -0.93 2.22
H -1.52 -1.82 -3.06
Br 6.67 -0.31 3.29
N 0.79 -1.02 0.83
H -3.15 2.26 -3.51
H -0.78 1.49 -3.32
C -2.35 -1.01 2.82
C -1.25 2.05 -2.52
C 3.58 -1.17 -0.16
H -0.54 3.23 0.58
H 1.63 -1.44 2.68
C -3.12 3.20 -1.58
H 3.79 -0.91 3.25
C 3.15 -1.11 1.20
N -1.06 -1.45 -1.10
C -1.11 3.02 -0.31
C -0.53 -1.08 1.22
H -4.76 -2.14 -0.27
C -2.41 3.46 -0.42
C 4.95 -0.96 -0.43
C 0.91 1.97 -1.32
O 2.80 -1.46 -1.17
In 1.01 -0.36 -1.31
C -3.25 -2.09 -1.78
H -2.67 -0.83 3.83
```

# 4
Computed, not measured: a molecular structure, C23H16BrN5O2Zr in a non-equilibrium geometry, with ωB97M-V/def2-TZVPD.

Computed properties:
relative energy (zero: lowest compared OMol25 entry of this formula, charge and spin) = 0.000 eV
E_LUMO = -0.29393 Eh
gap between HOMO and LUMO = 6.3 eV
charge = +2
max |F| = 3.5 eV/Å

```
48
C23H16BrN5O2Zr, DFT ωB97M-V/def2-TZVPD
C 0.33 -2.75 2.75
C -1.77 -1.00 2.25
C 3.43 -0.83 -3.49
C 1.29 4.01 1.14
H -3.02 -2.66 2.48
H 4.90 0.43 -4.25
N -1.53 -0.68 -1.33
O 0.29 -2.34 -0.67
H 1.87 -1.91 -2.42
C -3.09 -2.39 -2.10
C -1.98 -2.33 2.53
C -0.47 -0.51 2.19
H -4.55 0.63 -1.87
H 1.93 4.60 0.49
N 1.43 1.88 -0.18
C -3.79 -0.11 -1.83
C 3.77 1.41 -2.65
H -5.04 -1.67 -2.54
C -0.37 2.55 2.92
O -0.83 -4.17 -1.42
H 1.58 -1.04 2.50
C -0.94 -3.24 2.77
Zr 0.43 -0.34 -0.22
C 2.76 1.17 -1.77
N 2.39 2.20 -0.84
C -0.16 3.91 3.11
C 0.58 -1.40 2.49
C 4.08 0.39 -3.54
C -1.85 -2.00 -1.63
N 2.08 0.02 -1.73
H -1.13 -4.29 2.93
N -0.07 0.65 1.44
H 0.78 5.70 2.35
C 2.44 -0.99 -2.54
H 1.19 -3.34 3.02
H 3.69 -1.61 -4.21
H -0.98 1.92 3.62
C 0.97 2.68 0.93
C -4.06 -1.40 -2.26
H 4.33 2.33 -2.60
C -2.52 0.21 -1.39
H -2.56 -0.31 2.01
H -0.57 4.44 3.95
C -0.75 -2.98 -1.27
H -3.26 -3.45 -2.35
C 0.19 1.94 1.81
C 0.68 4.63 2.23
Br -2.11 2.01 -0.84
```

# 5
Computed, not measured: a molecular structure, C23H16CeO5P in a non-equilibrium geometry, with ωB97M-V/def2-TZVPD.

Computed properties:
relative energy (zero: lowest compared OMol25 entry of this formula, charge and spin) = 1.221 eV
E_LUMO (spin up / spin down) = -0.48511 / -0.48525 Eh
gap between HOMO and LUMO (spin up / spin down) = 4.0 / 3.9 eV
charge = +3
max |F| = 9.0 eV/Å

```
46
C23H16CeO5P, DFT ωB97M-V/def2-TZVPD
H -1.69 -1.74 0.86
C -0.62 -2.45 -3.43
C 0.61 -1.78 2.20
C -3.25 1.77 0.22
C 2.56 3.01 3.17
C 2.66 1.54 1.25
H 1.94 -4.92 2.35
H 0.64 -3.30 3.73
H -4.13 -1.40 1.13
H -5.12 0.84 0.72
C 0.98 -1.45 0.88
C -2.11 -0.75 0.69
H 3.22 1.04 0.45
C 3.30 2.38 2.17
H -3.68 2.75 0.04
C 2.07 -3.60 0.65
H 4.37 2.52 2.09
C 0.53 1.96 2.35
O -0.44 5.85 -4.26
P 0.54 0.15 0.13
H 2.65 -4.29 0.04
Ce -0.75 -0.13 -2.61
H 3.07 3.65 3.89
C -0.56 4.71 -3.84
C -1.27 0.34 0.39
C -2.71 -0.88 -3.94
O 2.43 -1.24 -3.78
C 1.67 -3.94 1.95
H 2.04 -2.07 -0.89
C -3.48 -0.57 0.84
H -1.23 2.43 -0.17
H -0.66 1.25 -3.38
O -3.39 -1.32 -4.75
H 0.61 3.29 4.04
C -1.87 1.60 0.12
H -0.55 1.81 2.44
C 1.74 -2.35 0.13
C -4.04 0.69 0.61
C -0.38 -0.62 -5.06
O -0.50 -3.38 -4.12
C 1.27 1.32 1.33
C 1.18 2.80 3.26
C 1.50 -0.85 -3.22
O -0.20 -0.57 -6.19
H 0.06 -1.07 2.81
C 0.95 -3.03 2.72
```